1.
Entry from the OMol25 dataset: an isolated ion of composition C5H13N2 and charge +1 in a non-equilibrium geometry (the ωB97M-V functional and the def2-TZVPD basis).

Summary:
- E: -307.54672 Ha
- ΔE to the lowest compared entry with this formula, charge and spin: 196.6 kJ/mol
- LUMO level: -0.131 Ha
- Spin multiplicity: 1
- Orbital gap: 11.52 eV
- Net charge: +1
- HOMO: -15.09 eV

Atoms and positions in Å:
C1 1.18 -1.36 0.90
C2 0.85 -0.12 -0.04
C3 1.13 -0.23 -1.53
C4 1.14 1.26 0.43
N1 -0.80 -0.29 0.10
C5 -1.79 0.49 -0.27
N2 -2.99 0.37 0.34
H1 1.15 -1.20 2.01
H2 0.48 -2.24 0.69
H3 2.25 -1.62 0.58
H4 1.12 0.75 -1.88
H5 0.36 -0.75 -2.00
H6 2.08 -0.59 -1.68
H7 0.43 1.45 1.18
H8 2.06 1.25 0.93
H9 1.12 1.97 -0.33
H10 -1.02 -0.94 0.81
H11 -1.66 1.35 -0.98
H12 -3.82 0.89 -0.01
H13 -3.27 -0.44 0.76



2.
Entry from the OMol25 dataset: an isolated ion of composition C8H11N4O2 and charge +1 in a non-equilibrium geometry (the ωB97M-V functional and the def2-TZVPD basis).

Summary:
- E: -680.47766 Ha
- ΔE to the lowest compared entry with this formula, charge and spin: 673.4 kJ/mol
- LUMO level (alpha / beta): -0.170 / -0.170 Ha
- Spin multiplicity: 1
- Orbital gap (alpha / beta): 7.78 / 7.79 eV
- Net charge: +1
- HOMO (alpha / beta): -12.41 / -12.41 eV

Atoms and positions in Å:
C1 -0.17 -1.70 -1.46
N1 -0.23 -0.91 -0.24
C2 -1.12 -0.18 0.29
C3 -0.67 0.40 1.59
C4 0.86 0.09 1.71
C5 1.13 -0.68 0.35
C6 1.83 0.15 -0.64
N2 3.16 0.03 -0.87
O1 3.47 1.11 -1.61
N3 2.50 2.00 -1.72
C7 1.38 1.41 -1.13
C8 0.16 2.03 -1.16
N4 -0.01 3.22 -1.70
O2 -1.01 3.94 -1.77
H1 -1.16 -1.98 -1.74
H2 0.48 -1.08 -2.13
H3 0.46 -2.46 -1.22
H4 -2.10 0.05 -0.13
H5 -1.18 0.08 2.48
H6 -0.98 1.39 1.71
H7 1.43 0.94 1.71
H8 1.00 -0.57 2.61
H9 1.60 -1.66 0.51
H10 -0.80 1.75 -0.72
H11 0.92 3.66 -1.93



3.
Entry from the OMol25 dataset: one molecule with the formula C3H3NO2 in a non-equilibrium geometry (the ωB97M-V functional and the def2-TZVPD basis).

Summary:
- E: -321.29085 Ha
- ΔE to the lowest compared entry with this formula, charge and spin: 227.9 kJ/mol
- LUMO level: 0.017 Ha
- Spin multiplicity: 1
- Orbital gap: 9.05 eV
- HOMO: -8.60 eV

Atoms and positions in Å:
O1 -3.26 -0.22 0.17
C1 -2.22 0.25 0.00
N1 -1.22 0.88 -0.01
C2 0.12 0.77 -0.20
C3 1.12 -0.18 0.07
O2 0.96 -1.55 0.31
H1 0.44 1.90 -0.30
H2 2.19 0.16 -0.28
H3 1.86 -2.00 0.25



4.
Entry from the OMol25 dataset: BrFS as an isolated structure in a non-equilibrium geometry (the ωB97M-V functional and the def2-TZVPD basis).

Summary:
- E: -3071.91114 Ha
- ΔE to the lowest compared entry with this formula, charge and spin: 238.9 kJ/mol
- LUMO level (alpha / beta): -0.149 / -0.149 Ha
- Spin multiplicity: 1
- Orbital gap (alpha / beta): 6.28 / 6.27 eV
- HOMO (alpha / beta): -10.34 / -10.33 eV

Atoms and positions in Å:
F1 -2.06 0.06 0.00
S1 1.83 -0.66 0.00
Br1 0.22 0.60 0.00



5.
Entry from the OMol25 dataset: C42H44BGeN7O4Rb as an isolated structure (the ωB97M-V functional and the def2-TZVPD basis).

Summary:
- E: -4437.20669 Ha
- ΔE to the lowest compared entry with this formula, charge and spin: 0.0 kJ/mol
- LUMO level (alpha / beta): 0.135 / 0.109 Ha
- Spin multiplicity: 2
- Orbital gap (alpha / beta): 5.38 / 4.67 eV
- Net charge: -2
- HOMO (alpha / beta): -1.70 / -1.70 eV
- Expectation value of S²: 0.753

Atoms and positions in Å:
Rb1 -0.01 0.69 -0.71
C1 -2.05 -2.31 2.95
C2 -1.06 -1.18 2.93
C3 0.30 -1.41 2.74
C4 1.21 -0.36 2.76
C5 0.78 0.94 2.96
C6 -0.58 1.18 3.13
C7 -1.49 0.14 3.11
H1 -2.76 -2.23 2.12
H2 -2.64 -2.30 3.87
H3 -1.55 -3.28 2.88
H4 0.65 -2.43 2.59
H5 2.27 -0.57 2.61
H6 1.48 1.77 2.96
H7 -0.92 2.20 3.25
H8 -2.55 0.33 3.21
B1 0.43 0.49 -4.80
N1 1.85 0.22 -4.20
C8 3.01 0.22 -4.87
C9 4.04 0.06 -3.96
C10 3.38 -0.03 -2.73
N2 2.06 0.06 -2.88
N3 -0.05 1.90 -4.37
C11 0.26 3.07 -4.96
C12 -0.28 4.10 -4.20
C13 -0.91 3.42 -3.14
N4 -0.76 2.11 -3.25
H9 0.56 0.47 -6.01
H10 -0.37 -0.32 -4.39
H11 3.02 0.34 -5.94
H12 5.10 0.02 -4.15
H13 3.80 -0.15 -1.74
H14 0.83 3.09 -5.87
H15 -0.22 5.16 -4.38
H16 -1.45 3.83 -2.30
C14 0.02 -2.97 -3.36
C15 -1.25 -2.78 -2.60
N5 -1.49 -1.82 -1.74
C16 -2.76 -2.06 -1.25
C17 -3.27 -3.20 -1.83
N6 -2.30 -3.63 -2.68
C18 -4.54 -4.00 -1.70
O1 -5.40 -3.56 -0.88
O2 -4.60 -5.03 -2.40
C19 -3.35 -1.16 -0.23
O3 -4.56 -1.47 0.20
O4 -2.73 -0.21 0.21
H17 0.65 -2.10 -3.21
H18 -0.17 -3.08 -4.43
H19 0.54 -3.86 -3.00
H20 -2.42 -4.46 -3.23
H21 -4.93 -2.33 -0.25
C20 -0.54 4.38 1.15
C21 0.87 3.92 1.38
C22 1.77 4.34 2.35
C23 2.97 3.62 2.11
C24 2.70 2.82 1.00
C25 3.61 1.83 0.34
N7 1.43 2.99 0.56
H22 -0.84 5.08 1.94
H23 -1.25 3.55 1.14
H24 -0.64 4.90 0.19
H25 1.59 5.08 3.12
H26 3.90 3.67 2.66
H27 4.61 1.86 0.80
H28 3.72 2.04 -0.73
H29 3.24 0.80 0.43
C26 3.26 -3.38 -1.96
Ge1 2.24 -2.96 -0.33
C27 3.47 -2.75 1.17
C28 4.53 -1.84 1.08
C29 5.36 -1.60 2.17
C30 5.14 -2.27 3.37
C31 4.10 -3.18 3.47
C32 3.27 -3.41 2.38
C33 0.96 -4.40 0.08
C34 -0.36 -4.07 0.25
C35 -1.36 -5.06 0.43
C36 -1.02 -6.38 0.42
C37 0.33 -6.77 0.28
C38 0.71 -8.14 0.32
C39 2.02 -8.51 0.20
C40 3.02 -7.53 0.05
C41 2.68 -6.20 0.01
C42 1.33 -5.78 0.12
H30 3.07 -4.41 -2.25
H31 4.33 -3.24 -1.76
H32 2.98 -2.71 -2.78
H33 4.70 -1.29 0.16
H34 6.16 -0.87 2.09
H35 5.77 -2.07 4.22
H36 3.92 -3.69 4.40
H37 2.45 -4.11 2.48
H38 -0.67 -3.03 0.24
H39 -2.40 -4.76 0.53
H40 -1.78 -7.15 0.53
H41 -0.07 -8.88 0.44
H42 2.29 -9.56 0.23
H43 4.06 -7.82 -0.03
H44 3.46 -5.45 -0.09



6.
Entry from the OMol25 dataset: one molecule with the formula C4H3NO in a non-equilibrium geometry (the ωB97M-V functional and the def2-TZVPD basis).

Summary:
- E: -284.10918 Ha
- ΔE to the lowest compared entry with this formula, charge and spin: 167.8 kJ/mol
- LUMO level: -0.038 Ha
- Spin multiplicity: 1
- Orbital gap: 8.73 eV
- HOMO: -9.77 eV

Atoms and positions in Å:
O1 -2.05 -0.05 0.13
C1 -0.87 0.06 -0.07
C2 0.22 1.19 -0.12
C3 1.41 0.63 0.15
C4 1.20 -0.84 -0.05
N1 0.05 -1.08 -0.09
H1 -0.05 2.43 -0.27
H2 2.41 1.03 0.29
H3 1.91 -1.76 0.14